DFT (the ωB97M-V functional and the def2-TZVPD basis) results for a structure of composition C27H39CrN2O3P2S.

Output
energy above the lowest of the compared OMol25 structures with the same formula, charge and spin: 0.0 kcal/mol
multiplicity: 2
total charge: +2
expectation value of S²: 0.763
HOMO level (spin up / spin down): -14.80 / -14.75 eV
electronic energy: -3512.38124 Eh

Each line ends with the Löwdin charge.
Cartesian coordinates (Å):
Cr 0.600 0.633 -1.189  0.52
O 4.266 1.705 -0.947  -0.19
S 3.007 1.329 -0.428  0.61
O 1.838 2.241 -0.630  -0.40
O 2.420 0.041 -1.037  -0.43
C 3.114 1.070 1.297  -0.26
C 4.357 1.199 1.903  -0.01
C 4.437 1.099 3.282  -0.02
C 3.287 0.890 4.034  -0.02
C 2.050 0.762 3.416  -0.06
C 1.943 0.837 2.033  -0.30
P 0.306 0.678 1.247  1.10
C -0.683 2.080 1.830  -0.35
C -0.660 3.270 1.098  -0.10
C -1.356 4.378 1.553  -0.05
C -2.077 4.309 2.739  -0.04
C -2.101 3.130 3.473  -0.04
C -1.408 2.015 3.025  -0.07
C -0.442 -0.817 1.959  -0.35
C 0.328 -1.843 2.508  -0.09
C -0.280 -3.004 2.968  -0.05
C -1.659 -3.148 2.896  -0.05
C -2.437 -2.127 2.363  -0.06
C -1.834 -0.971 1.893  -0.12
H 5.236 1.392 1.301  0.13
H 5.399 1.200 3.767  0.13
H 3.350 0.831 5.113  0.13
H 1.161 0.600 4.015  0.12
H -0.070 3.339 0.191  0.08
H -1.329 5.303 0.991  0.12
H -2.618 5.176 3.094  0.12
H -2.656 3.078 4.401  0.12
H -1.431 1.102 3.605  0.11
H 1.402 -1.736 2.590  0.11
H 0.326 -3.791 3.401  0.12
H -2.130 -4.047 3.274  0.12
H -3.515 -2.229 2.327  0.12
H -2.456 -0.167 1.520  0.11
N -1.543 0.830 -1.211  -0.04
C -2.334 1.555 -2.252  -0.18
C -1.663 2.844 -2.697  -0.16
C -0.494 2.582 -3.630  -0.18
N 0.601 1.802 -2.965  -0.01
H -1.938 -0.102 -1.123  0.04
H -1.743 1.281 -0.317  0.06
H -3.328 1.759 -1.857  0.13
H -2.451 0.887 -3.106  0.12
H -1.335 3.421 -1.826  0.11
H -2.387 3.458 -3.233  0.13
H -0.080 3.528 -3.974  0.13
H -0.835 2.032 -4.506  0.13
H 1.333 2.462 -2.710  0.10
H 1.038 1.191 -3.656  0.11
C 1.630 -4.226 -0.646  -0.11
C 1.723 -2.702 -0.671  -0.37
P 0.333 -1.835 -1.486  0.96
C 0.662 -2.150 -3.262  -0.35
C -0.369 -1.545 -4.225  -0.12
C -1.109 -2.884 -1.052  -0.34
C -2.530 -2.430 -1.408  -0.11
H 2.562 -4.632 -0.257  0.09
H 1.484 -4.644 -1.644  0.08
H 0.823 -4.579 -0.005  0.07
H 2.616 -2.380 -1.208  0.08
H 1.815 -2.298 0.336  0.06
H 0.743 -3.225 -3.426  0.09
H 1.655 -1.729 -3.444  0.09
H -1.328 -2.058 -4.161  0.07
H -0.027 -1.634 -5.255  0.09
H -0.545 -0.485 -4.020  0.04
H -1.037 -3.061 0.026  0.07
H -0.894 -3.836 -1.539  0.09
H -2.891 -1.648 -0.741  0.05
H -3.217 -3.266 -1.279  0.09
H -2.632 -2.092 -2.442  0.06


DFT (the ωB97M-V functional and the def2-TZVPD basis) results for a cluster of 2 separate species, C17H17BFI2N3O6 in total in a non-equilibrium geometry.

Output
multiplicity: 1
total charge: 0
HOMO level: -8.19 eV
electronic energy: -1993.61496 Eh

Each line ends with the Löwdin charge.
Cartesian coordinates (Å):
O -2.251 0.011 7.834  0.18
C -1.591 0.680 7.138  -0.55
F -1.734 2.027 7.266  0.08
N -0.731 0.088 6.173  0.15
C 0.336 0.946 5.742  -0.47
O 0.899 1.636 6.555  0.10
B 0.889 1.023 4.240  -0.65
I 2.452 -0.388 3.642  1.20
C 0.391 2.075 3.125  -0.25
C -0.143 3.427 3.719  -0.28
C -1.711 3.579 3.839  -0.59
I -2.864 1.755 3.904  0.88
H -1.246 -0.328 5.399  0.10
H 1.331 2.327 2.562  0.09
H -0.280 1.608 2.368  0.08
H 0.187 4.233 3.014  0.11
H 0.327 3.696 4.696  0.11
H -2.079 4.214 3.010  0.04
H -1.917 4.103 4.801  0.05
C 2.834 -0.337 -3.463  -0.07
C 3.197 0.682 -2.589  -0.07
C 3.269 0.436 -1.227  0.00
C 2.980 -0.837 -0.752  -0.14
C 2.611 -1.858 -1.614  0.00
C 2.538 -1.603 -2.975  -0.08
N 3.079 -1.108 0.682  -0.36
O 3.388 -0.179 1.424  -0.28
O 2.851 -2.239 1.069  0.03
H 2.784 -0.142 -4.528  0.11
H 3.426 1.669 -2.973  0.11
H 3.552 1.234 -0.554  0.12
H 2.380 -2.847 -1.243  0.12
H 2.253 -2.393 -3.658  0.11
C -3.118 -1.869 -6.441  -0.07
C -2.089 -2.780 -6.234  -0.07
C -1.444 -2.832 -5.008  0.00
C -1.841 -1.971 -3.995  -0.14
C -2.862 -1.053 -4.193  0.00
C -3.501 -1.004 -5.423  -0.06
N -1.178 -2.041 -2.688  -0.34
O -0.272 -2.845 -2.554  0.06
O -1.572 -1.294 -1.812  0.08
H -3.624 -1.834 -7.398  0.11
H -1.792 -3.451 -7.030  0.11
H -0.644 -3.544 -4.855  0.12
H -3.168 -0.379 -3.405  0.12
H -4.301 -0.294 -5.588  0.11


DFT (the ωB97M-V functional and the def2-TZVPD basis) results for a structure of composition C3H5HgNaO in a non-equilibrium geometry.

Output
energy above the lowest of the compared OMol25 structures with the same formula, charge and spin: 34.3 kcal/mol
multiplicity: 2
total charge: +1
expectation value of S²: 0.782
HOMO level (spin up / spin down): -11.33 / -11.31 eV
electronic energy: -507.88597 Eh

Each line ends with the Löwdin charge.
Cartesian coordinates (Å):
C -1.177 -0.431 0.123  -0.34
O -2.019 -0.846 -0.726  -0.19
Na -3.624 -2.308 -0.213  0.85
H -1.201 -0.951 1.093  0.02
Hg -0.549 1.670 1.047  0.76
C 1.519 0.057 0.411  -0.14
C 1.223 0.927 -0.790  -0.12
H 1.489 -1.030 0.361  0.04
H 1.975 0.374 1.349  0.04
H 0.907 0.554 -1.762  0.05
H 1.459 1.986 -0.892  0.03


Which value of electronic energy does entry 2 give?
-1993.61496 Eh


What is the formula in the third record?
C3H5HgNaO


Among the records above, which one has the lowest multiplicity?
C17H17BFI2N3O6